Molecular formula: C17H26Cl8FO7
Method: DFT, ωB97M-V/def2-TZVPD

As for the spin multiplicity: 1. The charge is -1. The calculation puts the HOMO energy at -4.477 eV. The energy comes out at -4971.546431 Eh.

The geometry in XYZ format:
```
59
C17H26Cl8FO7, DFT ωB97M-V/def2-TZVPD
C 5.75881 -4.75426 4.49781
C 4.55345 -4.23186 5.23637
O 3.73947 -4.98343 5.71425
O 4.49796 -2.90429 5.33661
C 3.18080 -2.38269 5.62845
C 2.25383 -2.46721 4.42160
C 0.92978 -1.77827 4.73786
O 0.34949 -2.27886 5.97775
C -0.39340 -3.40235 5.96911
O -1.56486 -3.38020 6.20883
C 0.28355 -4.76043 5.74032
C -0.03623 -5.37816 4.41110
O 0.33194 -5.04614 3.33437
F -0.88197 -6.44739 4.52543
C -0.02152 -1.75058 3.50446
O -1.21694 -1.49721 3.67947
O 0.55485 -1.94084 2.41816
H 5.87212 -4.27661 3.52678
H 5.60295 -5.81775 4.34037
H 6.63231 -4.59721 5.13119
H 2.75445 -2.81802 6.52962
H 3.33478 -1.32236 5.84078
H 2.09246 -3.50534 4.13563
H 2.74009 -1.93778 3.60623
H 1.17197 -0.73252 4.94826
H -0.13822 -5.41546 6.50229
H 1.35756 -4.71511 5.92326
Cl -1.39900 0.74280 -2.49812
C -0.22122 -0.59841 -2.35379
C -0.54597 -1.53594 -1.21712
Cl -0.32635 -0.82603 0.39528
H 0.76762 -0.16245 -2.23115
H -0.24839 -1.13482 -3.30098
H 0.12556 -2.39415 -1.26534
H -1.57182 -1.89350 -1.28746
Cl -3.01870 6.00157 -2.03400
C -2.19933 4.89224 -3.16628
C -3.15496 3.91160 -3.79241
Cl -3.77015 2.73451 -2.61193
H -1.40726 4.38217 -2.62357
H -1.74868 5.51026 -3.94137
H -2.63672 3.34348 -4.56480
H -4.00534 4.41716 -4.24425
Cl -3.67830 7.34583 -5.51399
C -3.42432 9.06982 -5.14857
C -4.29707 9.53877 -4.01385
Cl -6.02281 9.56925 -4.46206
H -3.60826 9.63789 -6.05690
H -2.37701 9.18555 -4.87407
H -4.02271 10.55580 -3.73856
H -4.18724 8.89919 -3.14155
Cl 0.10754 0.68076 -5.33998
C 0.93008 -0.31670 -6.56399
C 0.00186 -1.32493 -7.19042
Cl -0.49328 -2.59140 -6.03850
H 1.77920 -0.80107 -6.08771
H 1.30423 0.35911 -7.33220
H 0.50759 -1.82607 -8.01445
H -0.89828 -0.84997 -7.57225
```



Molecular formula: C4H7GaO3
Method: DFT, ωB97M-V/def2-TZVPD

As for the energy relative to the best compared isomer or geometry (same formula, charge and spin): 69.3 kcal/mol. As for the spin multiplicity: 1. The charge is +2. The calculation puts the HOMO energy (spin up / spin down) at -19.349 / -18.922 eV. The energy comes out at -2306.205755 Eh.

The geometry in XYZ format:
```
15
C4H7GaO3, DFT ωB97M-V/def2-TZVPD
O 0.78544 -0.21481 0.05758
C -0.45072 -0.28778 -0.14073
O -1.30721 0.65224 -0.01418
Ga -2.50220 2.60962 0.66623
O -0.91906 -1.32455 -0.78206
C -0.08086 -2.47772 -0.92075
H 0.27097 -2.81134 0.06231
H -0.71460 -3.24146 -1.37782
H 0.77231 -2.24413 -1.56722
C 1.53630 0.87257 0.79183
H 1.29986 0.67527 1.85029
H 2.55766 0.64246 0.44879
C -0.77784 2.12894 0.36593
H -0.35184 2.47774 -0.58287
H -0.11819 2.54295 1.14266
```



Molecular formula: C12H8N2O4Pr
Method: DFT, ωB97M-V/def2-TZVPD

As for the energy relative to the best compared isomer or geometry (same formula, charge and spin): 63.2 kcal/mol. As for the spin multiplicity: 3. The charge is +3. The calculation puts the HOMO energy (spin up / spin down) at -20.680 / -20.681 eV. The energy comes out at -1388.238777 Eh.

The geometry in XYZ format:
```
27
C12H8N2O4Pr, DFT ωB97M-V/def2-TZVPD
Pr 0.04176 -0.20711 -1.16269
C 0.04959 1.55052 0.41013
O 0.02577 2.01708 1.48761
C 0.02448 2.17505 -2.27555
O 0.02197 3.20689 -2.73071
C -2.24598 0.32501 -1.38862
O -3.36692 0.27878 -1.33819
C 2.29711 0.32721 -1.36140
O 3.42653 0.29044 -1.33417
C 0.03172 -1.58017 -3.21527
H 0.99699 -2.03069 -2.79972
H -0.93201 -2.03511 -2.80031
C 0.02923 -0.28499 -3.76797
H -0.91617 0.21619 -4.05029
H 0.97230 0.22029 -4.05018
N 2.81137 0.44308 4.34226
C 1.99658 0.05649 3.69122
C 0.82658 -0.39123 2.93393
C -0.44287 -0.08859 3.44059
C -1.55438 -0.31047 2.68301
C -1.43103 -0.82192 1.38962
N -0.19793 -1.18568 0.99631
C 0.96022 -0.89288 1.63242
H -0.53000 0.40014 4.40782
H -2.52890 0.03075 2.98988
H -2.30755 -0.80437 0.72907
H 1.94158 -0.90474 1.14119
```